{
  "formula": "C32H35I2KN4O5",
  "method": "wB97M-V/def2-TZVPD",
  "symbols": ["K", "I", "C", "C", "C", "I", "C", "O", "C", "C", "N", "C", "C", "C", "C", "C", "C", "N", "C", "H", "H", "H", "H", "H", "H", "H", "H", "H", "H", "H", "N", "C", "C", "C", "C", "N", "H", "H", "H", "H", "H", "H", "H", "H", "H", "H", "H", "H", "C", "C", "O", "C", "C", "C", "C", "C", "C", "O", "H", "H", "H", "H", "H", "H", "H", "O", "C", "O", "C", "C", "C", "C", "C", "C", "H", "H", "H", "H", "H"],
  "positions_angstrom": [[1.544366, -1.286545, 0.254287], [-5.868218, -4.055569, 3.385578], [-5.054962, -2.385001, 2.412882], [-4.963375, -2.361638, 1.029775], [-4.448736, -1.238019, 0.413357], [-4.351131, -1.176688, -1.676091], [-3.985237, -0.077368, 1.112196], [-3.513522, 0.946877, 0.542561], [-4.102191, -0.172838, 2.547039], [-3.673243, 1.022887, 3.367316], [-2.329667, 1.540646, 3.134769], [-1.305708, 0.521656, 3.175593], [0.050767, 1.063339, 2.800304], [1.202402, 0.331047, 3.107228], [2.430946, 0.797228, 2.683176], [2.484949, 1.987725, 1.966655], [1.296312, 2.649957, 1.730780], [0.102202, 2.208655, 2.128917], [-4.619364, -1.293271, 3.160012], [-5.272622, -3.212595, 0.438374], [-3.775209, 0.771427, 4.430915], [-4.357738, 1.853251, 3.166028], [-2.318602, 1.953240, 2.207631], [-1.507955, -0.330931, 2.505535], [-1.252667, 0.095445, 4.184909], [1.111912, -0.616239, 3.623593], [3.336468, 0.234284, 2.872329], [3.420333, 2.359834, 1.572662], [1.291062, 3.585154, 1.176964], [-4.685341, -1.317122, 4.243700], [-0.791714, 0.023383, -0.749331], [-1.096566, 1.043659, -1.758990], [0.082792, 1.985882, -1.984622], [1.285657, 1.308380, -2.628581], [2.499568, 2.225973, -2.784784], [3.128679, 2.666832, -1.541538], [-0.866397, -0.916518, -1.129737], [-1.504927, 0.080694, -0.026353], [-1.970893, 1.611726, -1.434976], [-1.364636, 0.573513, -2.713240], [0.360556, 2.402536, -1.011341], [-0.237274, 2.825215, -2.616623], [0.992512, 0.925231, -3.614210], [1.578556, 0.440429, -2.031931], [2.204626, 3.113746, -3.358286], [3.265685, 1.716641, -3.375920], [2.426610, 3.089019, -0.944667], [3.473652, 1.850513, -1.034765], [-1.470616, -3.385493, 3.634161], [-0.854979, -3.249454, 2.245098], [0.147281, -2.539515, 2.157011], [-1.490348, -3.953072, 1.136059], [-2.545362, -4.844371, 1.424840], [-3.218938, -5.552866, 0.462412], [-2.847074, -5.365065, -0.883706], [-1.838601, -4.511397, -1.220205], [-1.095013, -3.751319, -0.244017], [-0.191590, -2.960437, -0.626643], [-0.919027, -2.728414, 4.303839], [-1.395761, -4.412747, 3.997391], [-2.524819, -3.105240, 3.631900], [-2.854763, -4.974939, 2.453688], [-4.032922, -6.213579, 0.732916], [-3.379447, -5.897022, -1.667056], [-1.562544, -4.347929, -2.255438], [4.180549, -2.062609, -0.408959], [4.652566, -0.911878, -0.332892], [4.024600, 0.150207, -0.091223], [6.160525, -0.768132, -0.557262], [6.947024, -1.895706, -0.764173], [8.314506, -1.773904, -0.967306], [8.908431, -0.517568, -0.970057], [8.126817, 0.613078, -0.769514], [6.759596, 0.486083, -0.563197], [6.453192, -2.858886, -0.761761], [8.920166, -2.658991, -1.126453], [9.976210, -0.420194, -1.130705], [8.584295, 1.595807, -0.776135], [6.127228, 1.351364, -0.409593]],
  "forces_ev_per_angstrom": [[0.2, -0.1, 0.0], [0.0, 0.0, 0.0], [0.0, 0.0, 0.0], [0.0, 0.0, 0.0], [0.0, 0.0, 0.0], [0.0, 0.0, 0.0], [0.0, 0.0, 0.0], [0.0, 0.0, 0.0], [0.0, 0.0, 0.0], [0.0, 0.0, 0.0], [0.0, 0.0, 0.0], [0.0, 0.0, 0.0], [0.0, 0.0, 0.0], [0.0, 0.0, 0.0], [0.0, 0.0, 0.0], [0.0, 0.0, 0.0], [0.0, 0.0, 0.0], [0.0, 0.0, 0.0], [0.0, 0.0, 0.0], [0.0, 0.0, 0.0], [0.0, 0.0, 0.0], [0.0, 0.0, 0.0], [0.0, 0.0, 0.0], [0.0, 0.0, 0.0], [0.0, 0.0, 0.0], [0.0, 0.0, 0.0], [0.0, 0.0, 0.0], [0.0, 0.0, 0.0], [0.0, 0.0, 0.0], [0.0, 0.0, 0.0], [0.0, 0.0, 0.0], [0.0, 0.0, 0.0], [0.0, 0.0, 0.0], [0.0, 0.0, 0.0], [0.0, 0.0, 0.0], [0.0, 0.0, 0.0], [0.0, 0.0, 0.0], [0.0, 0.0, 0.0], [0.0, 0.0, 0.0], [0.0, 0.0, 0.0], [0.0, 0.0, 0.0], [0.0, 0.0, 0.0], [0.0, 0.0, 0.0], [0.0, 0.0, 0.0], [0.0, 0.0, 0.0], [0.0, 0.0, 0.0], [0.0, 0.0, 0.0], [0.0, 0.0, 0.0], [0.0, 0.0, 0.0], [0.0, 0.0, 0.0], [0.0, 0.0, -0.1], [0.0, 0.0, 0.0], [0.0, 0.0, 0.0], [0.0, 0.0, 0.0], [0.0, 0.0, 0.0], [0.0, 0.0, 0.0], [0.0, 0.1, 0.0], [0.0, 0.0, 0.0], [0.0, 0.0, 0.0], [0.0, 0.0, 0.0], [0.0, 0.0, 0.0], [0.0, 0.0, 0.0], [0.0, 0.0, 0.0], [0.0, 0.0, 0.0], [0.0, 0.0, 0.0], [0.0, 0.0, 0.1], [0.0, 0.0, -0.1], [-0.1, 0.0, 0.0], [0.0, 0.0, 0.0], [0.0, 0.0, 0.0], [0.0, 0.0, 0.0], [0.0, 0.0, 0.0], [0.0, 0.0, 0.0], [0.0, 0.0, 0.0], [0.0, 0.0, 0.0], [0.0, 0.0, 0.0], [0.0, 0.0, 0.0], [0.0, 0.0, 0.0], [0.0, 0.0, 0.0]],
  "lowdin_charge": [0.80, 0.76, -0.76, -0.26, -0.62, 0.86, -0.51, -0.13, -0.17, -0.19, -0.06, -0.18, -0.26, -0.05, -0.09, -0.08, -0.16, 0.13, -0.16, 0.07, 0.10, 0.12, 0.08, 0.12, 0.13, 0.10, 0.11, 0.10, 0.10, 0.09, 0.00, -0.29, -0.21, -0.21, -0.30, 0.01, 0.03, 0.04, 0.09, 0.10, 0.09, 0.11, 0.11, 0.09, 0.10, 0.10, 0.03, 0.02, -0.02, -0.39, -0.05, -0.09, -0.10, -0.14, -0.12, -0.05, -0.39, -0.17, 0.07, 0.08, 0.05, 0.06, 0.08, 0.09, 0.10, -0.07, -0.66, -0.11, -0.13, -0.03, -0.11, -0.13, -0.10, -0.03, 0.11, 0.09, 0.09, 0.09, 0.11],
  "lumo_ev": 3.6,
  "charge": -2,
  "energy_ha": -3031.1568,
  "fmax_ev_per_a": 0.2,
  "homo_energy_ha": -0.079
}